[1]
A gas-phase ion, C3H9N2O2 (charge +1) at a distorted geometry. Source: the Open Molecules 2025 dataset; level of theory: wB97M-V/def2-TZVPD.

Bonds (Å) are listed after each position.
Cartesian coordinates (Å):
1 C -1.98024 -0.07600 -1.33264  C2 1.484, H8 1.076, H9 1.157, H10 1.121
2 C -0.95267 0.22106 -0.30451  C1 1.484, O3 1.258, N4 1.319
3 O -1.25663 0.67608 0.82783  C2 1.258, H11 1.003
4 N 0.29202 -0.19892 -0.42258  C2 1.319, O5 1.311, C6 1.503
5 O 0.65352 -0.77704 -1.54247  N4 1.311, H12 0.918
6 C 1.41596 0.16576 0.50561  N4 1.503, N7 1.433, H13 1.037, H14 1.082
7 N 1.02994 0.13446 1.88575  C6 1.433, H15 1.013, H16 0.968
8 H -2.11304 -1.14372 -1.29900  C1 1.076
9 H -1.34038 0.21797 -2.25095  C1 1.157
10 H -2.98415 0.42311 -1.35642  C1 1.121
11 H -0.46931 0.79751 1.43788  O3 1.003
12 H 1.36873 -1.33604 -1.40741  O5 0.918
13 H 1.72477 1.14697 0.37514  C6 1.037
14 H 2.21138 -0.46229 0.12720  C6 1.082
15 H 1.00086 -0.71056 2.44454  N7 1.013
16 H 1.39924 0.92165 2.31204  N7 0.968

Calculated values
relative energy (zero: lowest compared OMol25 entry of this formula, charge and spin): 3.6738 eV
frontier orbital gap: 0.41546 Eh
net charge: +1
SMILES string: C/C(O)=[N+](\O)CN

Here are the natural (NBO) charges for atoms 1 to 6, given in e: -0.705 0.698 -0.590 -0.085 -0.495 -0.065

***

[2]
C9H11F2NO in the gas phase at a distorted geometry. Source: the Open Molecules 2025 dataset; level of theory: wB97M-V/def2-TZVPD.

Bonds (Å) are listed after each position.
Cartesian coordinates (Å):
1 C 0.23150 -1.12336 0.46979  C2 1.336, C5 1.524, H14 1.054
2 C -0.47629 0.00993 0.49728  C1 1.336, C6 1.436, C8 1.403
3 C 2.30063 -0.95092 -0.90353  C5 1.448, N10 1.195
4 C 1.28943 1.56457 1.29280  C6 1.447, C7 1.494, H15 1.023, H16 1.110
5 C 1.65041 -1.61467 0.20737  C1 1.524, C3 1.448, F12 1.432, H17 1.081
6 C 0.18814 1.27935 0.39910  C2 1.436, C4 1.447, C7 1.525, H18 1.123
7 C 1.58387 1.50734 -0.17070  C4 1.494, C6 1.525, F13 1.375
8 C -1.86976 -0.11506 0.59895  C2 1.403, C9 1.582, H19 1.021, H20 1.063
9 C -2.50260 -0.05440 -0.84976  C8 1.582, O11 1.463, H21 1.101, H22 1.074
10 N 3.16657 -0.85540 -1.72157  C3 1.195, H23 1.045
11 O -3.95775 -0.00251 -0.70448  C9 1.463, H24 0.977
12 F 2.59483 -1.31361 1.24084  C5 1.432
13 F 1.86204 2.67965 -0.83421  C7 1.375
14 H -0.33743 -1.97834 0.70886  C1 1.054
15 H 1.37232 2.45815 1.78346  C4 1.023
16 H 1.71417 0.74689 1.91247  C4 1.110
17 H 1.60586 -2.68218 0.04387  C5 1.081
18 H -0.58512 2.08794 0.29856  C6 1.123
19 H -2.43277 0.55231 1.12735  C8 1.021
20 H -2.10968 -1.09899 0.92248  C8 1.063
21 H -2.15282 -1.02506 -1.23437  C9 1.101
22 H -2.19058 0.69274 -1.55534  C9 1.074
23 H 3.26074 0.01681 -2.29015  N10 1.045
24 H -4.20573 -0.78119 -1.23907  O11 0.977

Calculated values
relative energy (zero: lowest compared OMol25 entry of this formula, charge and spin): 7.7259 eV
frontier orbital gap (alpha / beta): 0.27971 / 0.26169 Eh

Here are the natural (NBO) charges for atoms 1 to 6, given in e: -0.308 0.132 0.490 -0.465 0.058 -0.378